Entry 1:
The following is a DFT calculation (the ωB97M-V functional and the def2-TZVPD basis) of a cluster of 7 separate species, C34H89N8O8P in total at a distorted geometry.

HOMO, eV: -8.83
Gap between HOMO and LUMO, eV: 9.21

Each line ends with the Mulliken charge.
Element x y z (Å)
H: 3.1372 -6.5524 6.1878  0.33
H: 4.8895 5.1399 -3.0072  0.31
H: 4.8143 -2.6606 2.2106  0.31
H: -3.6679 5.4682 2.4649  0.46
H: -0.2811 -2.3454 -1.3698  0.10
O: 1.1135 9.4230 -2.7604  -0.21
H: -5.7214 -0.4305 0.1851  0.33
C: -3.5972 4.9604 -0.2560  -1.51
H: 2.9653 9.8969 -2.1283  0.34
H: -5.2219 -6.4282 -6.8819  0.25
H: 3.4649 -1.6835 1.3769  0.20
H: -4.5565 -1.0210 -1.0466  0.22
C: 3.2163 -3.9680 1.3676  0.44
C: 0.1380 9.7369 -3.7402  -0.79
H: -2.7691 4.0560 2.9920  0.32
H: -2.8639 -5.4526 -4.0050  0.31
H: 1.3819 -1.9450 1.7249  -0.29
H: 1.7018 -1.8908 -3.6188  0.39
C: 2.1197 10.4156 -2.5912  -0.77
H: -4.0299 4.3686 -1.0675  0.38
H: -5.9103 -2.1661 -2.2552  0.30
H: -1.8548 -7.3482 -5.3436  0.29
N: -2.5966 -6.0020 -3.1885  -0.54
H: -1.4260 6.6908 0.5271  0.14
H: 4.4920 -5.4802 5.8799  0.38
O: -1.6021 5.4957 2.2045  -0.38
H: 2.1016 -1.7317 -0.4493  -0.39
H: -1.1768 3.9162 0.4045  0.28
N: -5.0976 -4.4290 -1.1483  -0.50
H: -0.1127 -3.7283 2.7670  -0.05
H: 6.2862 -6.2474 9.0437  0.35
H: -7.4957 -2.0523 -1.4754  0.36
H: -7.1591 -3.3389 -2.6360  0.34
H: -7.0797 -4.3652 -0.4947  0.41
C: 4.4955 -6.4549 7.8480  0.26
H: -3.1986 -5.6406 -2.4503  0.16
N: 4.2088 5.5517 -3.6454  -0.75
C: 3.8488 2.8788 -1.1102  -0.75
H: 2.9471 0.2753 -1.9933  0.14
H: -3.9524 3.3445 1.0760  0.41
H: 6.3020 -5.2821 7.5660  0.34
H: -2.7795 5.5403 -0.6878  0.23
H: 0.7310 13.5050 -1.7335  0.35
H: -4.3033 -3.7885 -1.1651  0.28
H: -4.6962 -8.5277 -4.2173  0.44
C: -0.9297 -2.0889 1.2993  -0.70
H: 0.7359 0.9280 1.9120  0.32
C: 3.7796 -5.7970 6.6517  -0.58
H: -5.0742 -7.2966 -3.0251  0.32
H: -6.7936 -2.2448 0.8995  0.41
H: 2.0512 0.4531 -3.3311  0.21
H: 2.4741 10.7786 -3.5634  0.41
H: -4.3656 5.6578 0.0910  0.36
C: -6.2641 -3.6612 -0.6932  0.16
H: -3.9721 -0.3325 0.4644  -0.01
H: 1.5163 5.1629 -1.6183  0.23
H: 4.9035 -7.4099 7.4995  0.42
O: 2.9101 -4.7261 7.0053  -0.40
H: 4.4004 -3.3477 6.4932  0.32
C: 2.9164 3.4628 -3.2328  -0.61
C: -4.4479 -7.5082 -3.8975  -0.64
H: -1.0081 -8.1119 -4.0094  0.37
C: -1.9927 -7.9853 -4.4683  -1.51
N: 2.0682 -0.0604 -2.4300  -0.48
C: 1.7137 11.5791 -1.6650  0.36
H: 2.8332 -7.3524 8.6111  0.28
H: 2.8306 -2.6880 6.9895  0.28
H: 2.6294 12.1162 -1.3946  0.41
H: 4.4810 5.1834 -4.5550  0.29
O: -4.8412 -6.5608 -4.8845  -0.36
H: -4.5972 -8.0087 -6.3741  0.31
H: -0.6691 -4.4280 -0.0520  0.41
C: 4.0918 -2.6431 1.3245  -0.89
N: -1.9719 3.2770 0.4225  -0.52
C: -1.6399 6.7747 1.5945  -0.55
N: 3.5652 -6.7312 8.9504  -0.74
N: 1.0875 11.0932 -0.4283  -0.74
C: 2.8930 5.0029 -3.2907  0.38
N: 2.0115 -4.1862 2.1790  -0.13
H: -1.5159 -1.9851 2.2669  0.61
P: 0.6176 -3.1711 1.6417  0.98
C: 0.7811 12.5883 -2.3277  -1.40
H: 1.7491 10.4898 0.0566  0.28
H: -0.2405 12.2166 -2.4236  0.28
H: -0.3637 -0.3694 3.0039  0.39
C: -3.1360 4.0475 0.8763  0.45
O: 4.0243 2.9207 -2.5169  -0.44
C: -0.2415 0.4866 2.2778  -0.85
H: 0.4371 -3.7871 -2.2149  0.51
C: -6.7268 -2.7477 -1.8239  -1.47
H: 3.0684 -5.8633 9.1508  0.33
H: -1.7222 2.6046 1.1484  0.18
H: 3.2008 -4.3135 4.0358  0.12
H: 1.4627 -3.8228 4.2909  0.36
C: -4.5180 -6.9296 -6.2143  -0.68
H: 1.1419 12.8592 -3.3241  0.34
H: 2.8119 2.6731 -0.8290  0.31
H: 2.6123 -2.5854 3.5920  0.30
C: 2.2601 -1.5388 -2.6972  -0.84
H: 2.1774 6.7061 -2.1649  0.11
C: 2.4192 5.6529 -1.9944  -1.07
H: 2.8090 -3.2203 -1.3476  0.31
H: 4.4794 2.0785 -0.7154  0.29
C: -4.7663 -0.9376 0.0215  -0.40
C: 2.0087 -2.3976 -1.3793  0.48
H: -3.5166 -6.5785 -6.4712  0.23
O: -4.7294 -2.2192 0.6309  -0.26
C: 2.3462 -3.7068 3.5744  -0.80
H: 4.7530 -2.6219 0.3895  0.31
H: -5.8941 -3.6577 1.4219  0.32
H: -1.5603 -2.4196 0.4171  -0.13
H: -2.5968 7.2796 1.7539  0.30
H: 2.1822 5.2898 -4.0733  0.43
C: -0.4102 -0.5049 0.9345  0.18
H: 0.5625 10.2901 -4.5826  0.34
H: -2.8633 -7.9648 -2.5314  0.35
C: -5.9703 -2.9139 0.6219  -0.76
C: -2.9739 -7.3946 -3.4604  0.33
C: 5.6660 -5.6356 8.3828  -1.38
H: 3.8941 -3.3686 8.2153  0.28
H: -2.3272 -8.9692 -4.8101  0.36
C: 0.4252 -4.0725 -0.0095  -1.00
H: -0.8493 7.3824 2.0399  0.25
H: 1.9708 3.0593 -2.8505  0.39
H: 4.1878 3.8133 -0.6595  0.29
H: -0.6829 10.2981 -3.2899  0.26
H: 3.1760 5.6246 -1.2083  0.24
H: 3.3805 -1.6508 -2.9462  0.29
C: -2.8435 4.7982 2.1909  -0.73
H: 1.0542 -5.0154 -0.1145  0.49
H: 0.3379 10.4570 -0.6996  0.32
H: 5.3427 -4.7699 8.9634  0.28
C: 3.5604 -3.4776 7.1818  -0.74
H: -4.8476 -5.1006 -0.4241  0.27
O: -1.4065 0.5850 1.2070  -0.32
H: 0.3766 -0.3741 0.0526  0.09
H: -0.2748 8.7979 -4.1152  0.24
O: 3.5686 -4.9051 0.6041  -0.58
C: 0.5818 -3.1018 -1.3019  -0.56
H: 3.0198 3.0891 -4.2570  0.33

Atomic forces in eV per Å
-0.053 0.082 0.063
-0.087 0.150 -0.017
-1.070 0.116 -1.035
0.013 0.119 -0.113
1.374 -0.957 0.296
0.223 0.285 -0.249
-0.050 -0.084 -0.056
-0.285 0.023 -0.129
-0.104 -0.058 0.003
-0.023 -0.029 0.107
0.916 -1.430 0.051
-0.158 0.156 -0.070
0.895 -2.633 -2.570
-0.152 -0.295 0.221
0.110 0.032 -0.055
0.096 -0.067 0.086
-0.085 -0.559 0.191
0.306 0.452 1.346
0.192 -0.120 0.282
0.099 0.010 0.097
0.006 -0.046 0.104
-0.090 0.015 0.067
-0.187 0.009 0.127
-0.153 0.163 -0.080
0.092 0.108 0.082
-0.449 0.127 0.051
0.171 -0.794 -1.441
-0.139 -0.010 -0.113
0.143 -0.089 0.282
0.692 0.206 -0.473
-0.128 0.039 -0.049
0.070 -0.016 -0.006
0.102 0.012 0.098
0.094 0.000 0.099
-0.076 0.377 0.168
0.027 -0.033 -0.072
-0.005 -0.291 -0.139
0.328 -0.007 -0.043
-0.814 -0.280 -0.273
0.084 0.002 0.120
-0.046 0.007 0.044
0.017 -0.049 0.099
0.005 -0.140 -0.007
-0.130 -0.017 -0.070
0.107 -0.017 -0.142
0.243 3.360 -0.894
-1.521 0.328 1.363
-0.230 -0.299 0.025
0.027 0.128 -0.087
0.003 0.095 -0.136
-0.110 -0.529 0.726
-0.134 0.059 -0.049
0.054 -0.002 -0.026
0.170 0.318 -0.145
-0.032 -0.093 0.044
0.061 0.001 0.001
-0.123 0.035 -0.063
0.395 -0.011 -0.287
0.051 -0.076 0.044
0.073 0.028 -0.304
-0.106 0.190 0.327
-0.113 0.073 -0.017
0.201 -0.228 0.037
0.414 -0.282 -0.605
-0.382 -0.142 -0.133
0.112 -0.059 0.105
-0.013 -0.103 -0.048
0.020 -0.138 -0.012
-0.039 0.155 0.013
0.041 -0.477 0.015
0.077 -0.012 0.049
1.567 0.506 0.332
0.186 0.129 0.539
-0.025 0.210 0.435
0.379 -0.130 0.029
-0.174 0.001 -0.277
0.186 -0.225 -0.081
0.235 -0.053 0.361
2.282 1.531 1.166
0.344 -0.148 -1.338
-1.780 -0.573 -1.179
0.030 0.293 -0.043
-0.030 0.144 0.056
0.085 -0.069 0.019
-0.018 2.031 -0.076
0.386 0.311 -0.197
-0.471 -0.075 0.014
-0.282 -3.611 -4.989
0.303 0.983 1.282
-0.240 -0.014 -0.186
0.131 -0.092 0.068
-0.123 -0.055 -0.407
-1.128 0.885 -0.798
1.049 -0.027 -1.170
-0.081 0.387 0.031
-0.039 -0.036 0.041
-0.035 0.087 -0.046
-0.186 -1.436 0.033
1.721 0.236 0.363
0.061 -0.101 -0.036
-0.240 0.224 0.055
-1.172 1.185 0.168
-0.011 -0.003 -0.103
0.456 0.007 0.040
-0.515 -0.480 -0.277
0.069 -0.190 -0.131
-0.467 0.025 0.062
0.101 0.198 0.876
-1.267 -0.286 1.274
0.097 0.030 -0.038
0.473 0.258 1.341
-0.039 -0.060 -0.057
0.066 -0.114 -0.026
-1.307 0.181 1.561
0.013 0.067 0.061
-0.124 0.056 -0.007
0.170 -0.281 0.113
0.028 0.186 -0.397
0.285 -0.062 0.024
0.207 0.108 -0.056
0.008 0.063 -0.012
-0.773 -0.125 -1.238
-0.053 -0.080 0.053
0.013 0.059 0.170
-0.161 0.001 0.164
-0.035 0.148 -0.180
0.014 -0.079 -0.087
-1.590 -0.288 0.147
0.064 -0.316 0.110
-0.490 1.490 0.286
0.021 0.161 0.043
-0.068 -0.054 -0.065
-0.373 0.014 0.180
-0.078 -0.019 -0.078
4.164 -2.278 1.517
-2.077 0.016 1.733
0.107 0.011 0.039
-0.974 2.916 2.207
-0.015 -0.571 -0.300
0.126 0.002 0.055

***

Entry 2:
The following is a DFT calculation (the ωB97M-V functional and the def2-TZVPD basis) of the molecule C23H24F3NO3.

HOMO, eV: -9.38
Relative energy (zero: lowest compared OMol25 entry of this formula, charge and spin), eV: 0.1618
Gap between HOMO and LUMO, eV: 9.55

Each line ends with the natural charge from an NBO analysis.
Element x y z (Å)
C: 3.3300 -0.8444 0.1444  -0.11
C: -2.4807 1.1839 2.5937  -0.21
H: -3.3763 -2.6156 0.4518  0.23
H: 0.7878 -4.2510 -1.0841  0.19
C: -0.4604 -1.2545 -0.3830  -0.42
O: -2.7455 -2.2103 -1.9409  -0.74
C: 3.4810 1.4544 0.8428  -0.19
C: 4.8015 4.0912 0.6999  -0.72
C: -2.2699 -0.1625 2.3496  -0.22
H: 3.1363 2.2481 1.4868  0.22
C: 0.9642 -3.7683 -0.1178  -0.23
C: 4.3328 -0.6232 -0.7930  -0.19
H: -3.0723 -2.5739 -2.7694  0.48
C: 5.1354 3.0069 -0.2946  0.58
H: 2.1453 0.0249 1.7023  0.21
F: -5.2933 1.5881 -1.1287  -0.32
F: -3.4048 2.4976 -1.6054  -0.33
C: -2.6994 -0.7508 1.1659  0.10
C: -2.4681 -2.2079 0.8952  -0.44
H: 0.6702 -1.9877 -2.0866  0.19
H: -0.8663 -4.4887 0.7577  0.21
C: -1.2729 -2.5206 -0.0612  -0.06
H: -1.0571 -0.5915 -1.0085  0.24
H: -3.2941 3.0207 1.8377  0.23
C: 4.4782 1.6862 -0.1031  -0.17
H: -1.0363 -3.3578 -2.0608  0.16
H: 1.6302 -4.3988 0.4749  0.25
H: -0.0966 -3.1525 1.6230  0.21
H: -3.6878 -0.4055 -0.6980  0.25
H: 4.6677 -1.4372 -1.4183  0.22
O: 3.3388 -3.0336 1.0529  -0.61
C: -1.8442 -3.1256 -1.3567  -0.06
H: -0.2327 -0.7342 0.5489  0.21
C: -3.1246 1.9710 1.6560  -0.19
H: -2.3023 -2.7180 1.8451  0.21
C: 0.8598 -1.5621 -1.0952  -0.21
C: -3.3518 0.0377 0.2268  -0.22
C: 2.7733 -2.2244 0.3414  0.67
H: -2.1427 1.6242 3.5193  0.22
O: 5.9069 3.1975 -1.2077  -0.53
C: -3.5599 1.3862 0.4745  -0.14
H: 5.0038 3.7506 1.7127  0.23
H: -2.3590 -4.0673 -1.1127  0.16
H: 1.4280 -0.6404 -1.2280  0.23
H: 5.6702 0.8220 -1.6429  0.24
N: 1.6368 -2.5070 -0.3323  -0.44
C: -4.2365 2.2118 -0.5809  0.97
H: 3.7484 4.3540 0.6222  0.23
C: 2.9141 0.2001 0.9634  -0.16
C: -0.3479 -3.5366 0.6320  -0.40
F: -4.6861 3.3918 -0.1286  -0.32
H: -1.7675 -0.7655 3.0926  0.21
C: 4.8939 0.6312 -0.9170  -0.15
H: 5.4033 4.9705 0.4850  0.24

Atomic forces in eV per Å
0.233 0.195 0.224
0.046 0.073 0.030
-0.045 -0.090 0.080
0.048 0.000 0.017
0.155 -0.214 -0.270
-0.203 0.250 -0.169
0.175 0.123 -0.144
0.221 0.147 -0.190
-0.048 0.009 -0.056
-0.008 0.094 0.069
0.014 -0.350 0.341
-0.133 -0.047 0.072
0.013 0.029 0.046
-0.007 0.325 0.147
-0.079 -0.013 0.075
-0.069 -0.230 0.053
0.177 -0.074 -0.005
-0.203 0.033 0.079
0.071 -0.031 -0.138
0.051 0.065 -0.010
-0.063 -0.052 0.094
-0.108 -0.006 -0.092
0.017 0.110 0.050
-0.024 0.075 0.015
-0.064 -0.548 -0.178
-0.054 -0.029 0.055
-0.110 0.027 -0.166
-0.040 -0.021 0.075
-0.040 -0.045 -0.083
0.050 -0.080 -0.061
0.202 -0.052 0.214
0.407 -0.337 0.286
0.013 0.084 -0.004
-0.060 -0.017 -0.150
-0.030 -0.038 0.006
-0.288 0.408 -0.047
-0.037 0.187 0.141
0.051 0.050 -0.128
0.028 0.033 0.096
-0.015 -0.018 0.034
-0.042 0.046 0.020
-0.054 -0.017 0.117
0.089 0.071 0.030
-0.092 -0.133 -0.079
0.047 0.018 -0.045
-0.117 -0.139 -0.128
-0.069 0.185 -0.298
-0.117 0.013 0.067
-0.056 -0.240 -0.070
0.095 0.044 -0.385
0.033 0.084 0.265
0.043 -0.095 0.077
-0.005 0.151 0.042
-0.002 -0.016 -0.019

***

Entry 3:
The following is a DFT calculation (the ωB97M-V functional and the def2-TZVPD basis) of the molecule C6H9N.

HOMO, eV: -7.37
Relative energy (zero: lowest compared OMol25 entry of this formula, charge and spin), eV: 5.1051
Gap between HOMO and LUMO, eV: 8.13

Each line ends with the natural charge from an NBO analysis.
Element x y z (Å)
C: 1.1830 0.6026 -0.6242  -0.08
C: -1.3771 -2.4163 2.1889  -0.68
H: -1.5622 -3.2167 1.4652  0.24
H: 2.4028 1.8632 -1.8916  0.41
H: -0.8224 1.3573 -0.4167  0.22
C: -0.9051 -1.2059 1.5143  0.02
H: 2.0691 0.3961 -0.0172  0.19
H: 0.2237 1.7554 0.9562  0.23
H: 0.0835 0.0661 -2.3292  0.13
C: -0.0255 0.9660 0.2327  -0.49
H: 0.7690 2.3077 -1.8397  0.39
C: -0.5238 -0.2146 0.9450  -0.03
H: -0.6371 -2.7784 2.9097  0.23
H: -2.3102 -2.2268 2.7295  0.23
N: 1.4506 1.5657 -1.7164  -0.60
C: 1.1363 0.0447 -1.9980  -0.40

Atomic forces in eV per Å
0.132 0.067 0.158
-0.026 -0.070 0.038
0.034 0.132 0.091
-0.197 -0.103 0.050
0.106 -0.077 0.061
0.146 0.417 -0.247
-0.139 0.008 -0.125
-0.004 -0.130 -0.098
0.163 -0.014 0.043
-0.067 0.000 -0.098
0.066 -0.191 0.035
-0.160 -0.442 0.283
-0.092 0.074 -0.109
0.141 -0.002 -0.089
0.181 0.335 -0.030
-0.283 -0.006 0.038